# 1
Below is a cluster of 4 separate species, C6H18O5 in total at a distorted geometry, with properties calculated with ωB97M-V/def2-TZVPD.

The calculation puts the frontier orbital gap at 11.325 eV. The HOMO energy is -0.401 Eh. As for the SMILES: CCCCCC(=O)O.O.O.O.

Structure (XYZ):
```
29
Properties=species:S:1:pos:R:3:forces:R:3:lowdin_charge:R:1
O -0.8348 2.2184 -0.7552 -0.760 -0.109 -0.587 0.102
C -1.5362 1.3977 -1.3023 0.175 2.799 -1.691 -0.524
O -2.0445 1.6616 -2.5948 2.246 3.692 3.574 0.120
C -1.8291 0.1178 -0.7892 0.848 -3.711 1.690 -0.095
C -0.7619 -0.8476 -1.5559 -3.230 -0.535 -0.177 -0.161
C 0.6776 -0.4572 -1.3515 0.727 0.608 -3.518 -0.245
C 1.5350 -1.2182 -0.3962 0.261 -0.325 -0.197 -0.262
C 1.3265 -2.7502 -0.5483 -2.231 1.157 2.448 -0.107
H -2.3374 0.9630 -3.0839 -1.277 -3.394 -1.519 0.045
H -1.6609 -0.0769 0.3108 0.446 0.928 -1.085 0.140
H -2.8805 -0.1055 -0.8241 -0.469 -0.558 -1.017 0.122
H -1.0297 -0.9410 -2.6560 0.324 0.749 1.116 0.123
H -1.0544 -1.8610 -1.2578 0.557 0.118 0.459 0.101
H 0.7911 0.6179 -1.2485 -0.151 0.166 0.315 0.099
H 0.9798 -0.5882 -2.4468 0.755 -0.044 1.438 0.138
H 2.6415 -1.0681 -0.4952 -0.956 0.391 -0.537 0.119
H 1.3367 -0.7932 0.6018 -0.166 -0.889 0.090 0.104
H 0.3539 -3.0537 -0.0274 1.006 0.427 -0.809 0.083
H 2.0437 -3.0028 0.2125 0.822 -1.800 -0.622 0.059
H 1.2371 -3.1324 -1.5783 1.005 0.074 0.573 0.086
H -2.6513 2.0386 2.0297 -9.221 1.744 -0.203 -0.085
H -1.4549 1.8200 1.0820 -0.840 0.532 1.240 0.027
O -1.8238 1.8876 2.0038 10.218 -2.034 -0.861 0.014
H 2.4146 2.1462 1.2917 -0.124 -5.156 -5.980 -0.068
H 1.6177 2.9611 2.0654 -2.900 1.223 0.762 0.005
O 2.4830 2.7001 1.9434 2.962 3.908 5.225 0.060
H 1.5297 -0.2312 4.0146 -0.445 -1.381 -1.023 0.053
H 0.1898 0.2089 3.8307 0.394 -2.334 -1.351 0.079
O 0.7416 -0.6116 3.5250 0.024 3.756 2.247 -0.133
```
Positions in Å, forces in eV/Å.

=====

# 2
Below is a structure of composition C40H42InN5O9P2S, with properties calculated with ωB97M-V/def2-TZVPD.

The calculation puts the frontier orbital gap at 5.590 eV. The HOMO energy is -0.248 Eh.

Structure (XYZ):
```
100
Properties=species:S:1:pos:R:3:forces:R:3:lowdin_charge:R:1
In -1.5284 -0.9488 -0.7807 -0.181 -0.257 0.226 0.844
C 0.2955 -0.4771 2.5008 -0.083 0.022 0.007 -0.192
P -0.3214 0.4504 1.0664 0.131 0.180 -0.089 1.073
C 1.2589 1.3165 0.5750 0.068 -0.050 0.113 -0.323
N 1.3271 2.5108 1.0946 0.018 0.087 -0.131 0.119
C 2.4302 3.2764 0.9030 -0.068 -0.011 0.027 -0.198
C 2.4746 4.5921 1.4160 0.005 0.002 0.001 -0.001
C 3.5817 5.3575 1.1910 -0.015 -0.008 0.013 -0.060
C 4.6809 4.8418 0.4623 -0.008 0.034 0.003 -0.060
C 4.6596 3.5705 -0.0321 0.017 -0.021 -0.019 -0.006
C 3.5181 2.7659 0.1818 0.013 -0.113 -0.058 -0.203
N 3.4694 1.5025 -0.3091 -0.051 0.100 -0.107 0.124
C 2.3971 0.7727 -0.1380 -0.242 -0.040 0.061 -0.347
P 2.5421 -0.8105 -1.0713 -0.100 0.136 -0.289 1.133
C -0.1049 0.6631 -4.4511 -0.019 -0.060 -0.048 -0.015
C 4.2358 -1.4345 -0.6184 0.009 -0.114 0.092 -0.701
C 4.5284 -1.3921 0.8793 -0.008 0.043 -0.013 -0.075
C 5.3003 -0.6727 -1.4169 0.011 0.025 -0.045 -0.106
C 4.2412 -2.8933 -1.1097 0.048 -0.037 0.033 -0.090
C -1.4926 1.7655 1.6994 0.087 0.061 -0.004 -0.675
C -1.0471 2.3217 3.0565 -0.001 0.014 0.028 -0.080
C -1.6553 2.8876 0.6669 -0.035 0.031 0.009 -0.070
C -2.8649 1.1106 1.9052 0.003 -0.099 -0.034 -0.083
H 0.9658 0.1852 3.0495 0.016 -0.021 0.028 0.069
H 0.8449 -1.3498 2.1511 -0.006 0.001 0.022 0.052
H -0.5273 -0.7882 3.1422 0.067 0.039 -0.015 0.017
H 1.6191 4.9626 1.9653 0.002 0.007 0.000 0.117
H 3.6235 6.3706 1.5673 0.008 0.005 -0.001 0.109
H 5.5436 5.4723 0.2937 0.010 -0.002 0.007 0.109
H 5.4878 3.1568 -0.5926 -0.010 0.005 0.004 0.115
H 0.9483 0.5285 -4.7029 0.010 0.004 0.012 0.087
H -0.5812 1.2542 -5.2352 0.013 -0.027 -0.017 0.093
H -0.5695 -0.3212 -4.4011 -0.022 0.007 0.018 0.084
H 4.4776 -0.3746 1.2692 0.028 0.005 0.002 0.070
H 5.5391 -1.7655 1.0642 -0.015 -0.030 -0.005 0.090
H 3.8301 -2.0178 1.4368 -0.019 0.002 -0.008 0.082
H 5.5105 0.3014 -0.9858 -0.005 -0.005 -0.007 0.053
H 5.0011 -0.5261 -2.4586 -0.012 -0.020 0.017 0.077
H 6.2174 -1.2667 -1.4210 0.015 0.019 0.022 0.084
H 3.5646 -3.5362 -0.5504 -0.021 0.038 0.028 0.068
H 5.2474 -3.2958 -0.9708 0.010 0.016 -0.042 0.091
H 3.9938 -2.9671 -2.1717 0.001 0.004 -0.001 0.090
H -0.0876 2.8284 3.0054 -0.017 -0.005 -0.005 0.062
H -1.0036 1.5372 3.8130 0.002 0.000 -0.002 0.081
H -1.8022 3.0409 3.3834 0.004 0.009 -0.001 0.093
H -0.7463 3.4631 0.5172 0.009 -0.020 -0.001 0.067
H -2.4273 3.5655 1.0396 0.012 0.009 -0.004 0.096
H -2.0035 2.5101 -0.2944 0.001 -0.040 -0.030 0.059
H -2.8579 0.3857 2.7132 0.016 -0.106 0.078 0.073
H -3.2526 0.6144 1.0140 0.026 0.039 -0.058 0.052
H -3.5663 1.9087 2.1603 -0.013 -0.045 0.028 0.099
O 1.9627 5.0914 -3.7728 -0.017 -0.046 0.011 0.116
C 0.6467 5.1425 -3.4675 0.003 0.036 -0.016 -0.482
O 0.1154 6.1960 -3.2583 0.011 -0.026 0.000 0.130
C -0.0875 3.8408 -3.3991 -0.003 0.000 -0.003 -0.128
C 0.5167 2.6730 -3.1553 -0.084 -0.018 0.036 0.020
C -0.2498 1.3843 -3.0995 0.094 -0.010 0.171 -0.301
C -1.6929 1.6101 -2.7551 0.006 0.155 -0.048 -0.272
C -2.2995 2.8269 -3.2654 0.015 -0.035 0.000 -0.001
C -1.5393 3.8929 -3.5541 0.014 0.045 -0.030 0.005
N -2.3580 0.7202 -2.0730 -0.114 0.048 -0.179 0.008
C -3.7047 0.7977 -1.8512 0.012 0.022 0.144 -0.137
C -4.3651 -0.2701 -1.2425 -0.086 0.014 -0.032 -0.296
C -5.7769 -0.2695 -1.0547 0.047 0.015 -0.017 -0.025
C -6.3860 -1.3405 -0.4807 -0.025 -0.045 0.021 -0.060
C -5.6249 -2.4620 -0.0833 -0.023 0.008 -0.016 -0.059
C -4.2775 -2.4092 -0.2625 0.095 -0.039 -0.049 -0.117
N -3.6471 -1.3437 -0.8115 -0.073 0.023 0.124 0.007
H 2.1992 4.1942 -4.0388 0.020 0.044 -0.003 0.096
H 1.5904 2.6002 -3.0322 0.129 -0.014 0.073 0.121
H 0.1962 0.7418 -2.3376 0.144 -0.132 0.075 0.085
H -3.3743 2.8933 -3.3662 0.063 0.033 -0.029 0.106
H -1.9791 4.8233 -3.8852 0.013 0.009 0.007 0.120
H -4.2765 1.6476 -2.1907 -0.014 -0.080 0.033 0.099
H -6.3392 0.5954 -1.3800 -0.003 0.000 0.004 0.113
H -7.4585 -1.3358 -0.3326 0.000 -0.003 -0.003 0.110
H -6.0783 -3.3321 0.3654 -0.009 0.004 -0.002 0.106
H -3.6395 -3.2338 0.0172 -0.004 0.010 0.026 0.109
O 0.4983 -3.9444 -2.5886 0.131 0.113 -0.115 0.139
C 0.3725 -2.9679 -1.8996 -0.137 -0.173 0.166 -0.564
O -0.3482 -1.9148 -2.1668 0.228 0.136 -0.102 -0.117
C 1.1080 -2.9765 -0.5243 0.116 -0.081 -0.109 -0.462
O 1.2642 -3.9500 0.1379 0.482 0.216 -0.289 0.135
O 1.5830 -1.7591 -0.0692 -0.005 0.014 0.060 -0.282
O -3.9138 -2.9686 3.9366 0.010 0.045 0.043 -0.283
S -2.5188 -2.7335 3.7079 -0.042 -0.099 -0.027 0.641
O -1.8051 -1.8831 4.6267 -0.043 0.008 0.049 -0.308
N -2.2622 -2.1899 2.1845 -0.080 0.100 -0.094 -0.023
C -1.5700 -3.0500 1.4845 -0.059 0.045 0.141 -0.498
O -1.2263 -2.8432 0.2789 -0.247 0.084 -0.065 -0.095
C -1.1987 -4.3096 2.1925 -0.028 0.061 -0.012 -0.116
C -0.4970 -5.4018 1.7165 -0.113 -0.176 -0.027 0.008
C -0.2862 -6.4587 2.5946 -0.019 0.018 0.047 -0.047
C -0.7651 -6.4153 3.9011 0.015 -0.008 0.018 -0.062
C -1.4697 -5.3132 4.3755 0.013 0.009 -0.023 -0.029
C -1.6671 -4.2737 3.4925 0.014 -0.050 0.058 -0.207
H -0.1188 -5.4157 0.7030 -0.143 -0.089 0.154 0.112
H 0.2621 -7.3296 2.2609 -0.007 -0.003 -0.013 0.109
H -0.5859 -7.2542 4.5610 0.001 -0.002 0.002 0.107
H -1.8436 -5.2754 5.3895 -0.008 0.006 -0.002 0.122
```
Positions in Å, forces in eV/Å.

=====

Result set for relative energy (zero: lowest compared OMol25 entry of this formula, charge and spin): 86.50 0.00 kcal per mole, one per record in the order listed.